DFT (ωB97M-V with the def2-TZVPD basis set) results for a 2-piece molecular cluster, C4H4FN overall in a non-equilibrium geometry.

XYZ file:
```
10
Properties=species:S:1:pos:R:3
H -0.4667 -1.4456 -1.4394
C -0.7387 -0.1940 0.2797
H 1.4585 2.2226 0.5910
F -1.2849 2.0145 1.1152
N 1.3216 0.4938 -0.7620
C -0.8956 0.9299 0.5612
H -1.0903 -2.2685 0.0924
C -0.4041 -1.4805 -0.2942
C 1.4860 1.4030 -0.0941
H 0.6141 -1.6752 -0.0498
```

Properties
Frontier orbital gap = 10.125 eV
Net charge = 0
Energy above the lowest of the compared OMol25 structures with the same formula, charge and spin = 94.26 kcal/mol
SMILES string = CC#CF.C#N

Results of the natural (NBO) charge analysis, in e, for atoms 1 through 8: 0.243 -0.115 0.233 -0.274 -0.322 0.349 0.232 -0.679